No. 1
{"formula": "BaH14O7", "method": "ωB97M-V/def2-TZVPD", "elements": ["O", "H", "O", "H", "O", "H", "O", "O", "H", "Ba", "O", "H", "H", "O", "H", "H", "H", "H", "H", "H", "H", "H"], "xyz": [[2.617, 1.444, 1.107], [3.306, 0.998, 0.552], [-0.873, -2.048, 1.747], [-0.607, -2.418, -1.640], [0.843, 2.963, -0.523], [2.489, -1.243, 0.994], [-0.751, -1.521, -1.323], [-2.907, -0.283, 0.543], [-3.592, -0.673, 0.032], [-0.111, 0.485, 0.572], [-1.304, 1.366, -1.842], [-1.048, 2.173, -2.290], [-1.619, -1.322, -1.715], [1.737, -1.576, 0.564], [0.751, 3.805, -0.096], [-3.315, -0.290, 1.384], [2.063, -2.127, -0.120], [-1.589, 0.794, -2.595], [-0.361, -2.019, 2.529], [3.106, 1.253, 1.900], [1.681, 3.018, -1.026], [-0.517, -2.780, 1.245]], "mulliken_charge": [-0.6027, 0.3301, -0.6010, 0.2762, -0.5679, 0.2549, -0.5041, -0.4698, 0.2612, 1.7033, -0.5499, 0.2811, 0.2552, -0.4867, 0.3026, 0.2601, 0.2851, 0.3058, 0.3327, 0.3235, 0.3016, 0.3087], "largest_force_ha_per_bohr": 0.0426, "energy_ev": -15242.0375, "e_homo_ev": -18.75, "e_above_lowest_ev": 1.228, "total_charge": 2}


No. 2
{"formula": "C32H88N8O8", "method": "ωB97M-V/def2-TZVPD", "elements": ["H", "N", "H", "H", "H", "H", "H", "C", "H", "H", "H", "H", "C", "H", "H", "O", "H", "C", "H", "H", "H", "H", "N", "H", "H", "H", "C", "H", "H", "C", "H", "C", "C", "O", "H", "C", "H", "H", "H", "H", "H", "H", "C", "C", "H", "C", "N", "H", "C", "C", "H", "H", "H", "C", "H", "C", "H", "H", "H", "H", "H", "H", "C", "O", "O", "H", "N", "H", "H", "H", "N", "H", "C", "H", "C", "H", "C", "C", "C", "H", "H", "H", "C", "H", "H", "H", "C", "H", "O", "H", "C", "H", "C", "H", "H", "H", "C", "O", "N", "H", "H", "C", "H", "H", "H", "N", "H", "C", "H", "C", "C", "H", "H", "H", "H", "C", "H", "H", "H", "H", "H", "H", "H", "O", "H", "C", "H", "O", "H", "N", "H", "H", "H", "H", "H", "H"], "xyz": [[0.974, 3.145, -7.022], [1.817, 2.589, -7.015], [2.985, 2.735, 0.103], [-3.367, 6.570, -6.034], [1.780, 2.157, 1.202], [0.995, 4.299, -4.090], [-2.010, 2.116, 4.238], [3.003, 3.448, -7.090], [-1.451, -2.665, 5.406], [6.073, 0.422, 1.830], [3.169, -4.945, -3.043], [-5.676, -4.756, 2.031], [-5.648, -4.874, 3.116], [-0.927, 5.560, 7.030], [-1.362, -0.438, -1.201], [3.204, 3.167, -4.747], [-0.577, 4.789, 4.678], [0.803, 1.123, -1.938], [0.118, 7.089, -3.926], [0.433, 2.470, 5.398], [-2.633, -5.147, 2.824], [-5.716, -3.027, 5.104], [-1.279, 3.005, 2.581], [-2.184, 3.417, 2.368], [-2.644, 5.545, 6.737], [3.073, 3.128, 1.881], [4.410, -0.519, 2.792], [4.914, 2.800, -3.564], [-1.176, 1.113, -0.309], [-2.907, -5.042, 0.008], [-1.280, 5.508, -2.502], [-2.521, -6.076, 2.275], [0.144, 2.166, 4.391], [-2.569, -5.263, -1.347], [0.846, 2.130, -1.509], [1.624, -3.472, -1.110], [3.385, 2.969, -2.685], [4.752, 3.895, -5.882], [-3.637, -3.558, -1.961], [2.112, -5.935, -0.846], [-4.519, -2.092, 7.158], [-2.883, -2.170, 7.208], [-4.822, -3.650, 4.951], [-1.188, 2.815, 4.060], [-0.212, -1.622, 0.642], [-0.753, 0.114, -0.470], [4.109, -1.422, 1.676], [-2.783, -3.959, 0.192], [2.998, -4.130, -1.058], [-0.172, -3.518, -2.660], [-2.191, -3.203, 3.920], [0.299, -2.697, -3.215], [-1.928, -6.783, 2.853], [-0.762, -0.691, 0.817], [-6.640, -4.636, 3.512], [3.547, 0.717, 2.578], [-2.037, -4.312, 5.261], [3.615, -3.553, -0.363], [-3.813, -1.856, 4.894], [3.564, 3.322, -8.023], [0.103, 1.093, -2.781], [1.775, 0.871, -2.365], [5.912, -0.175, 2.726], [3.781, 1.324, 1.312], [-4.720, -3.898, 3.559], [2.702, -5.336, 0.521], [0.865, 6.395, -3.888], [-0.697, -4.145, -3.378], [1.861, 2.113, -6.123], [-1.848, -6.835, 0.429], [0.005, -0.058, 1.917], [-0.486, 0.813, 2.148], [-1.799, 4.891, 6.996], [0.196, 1.085, 4.279], [3.634, -4.167, -2.442], [0.821, 0.343, 1.451], [-1.429, 4.108, 4.819], [-2.859, 5.612, -5.928], [-3.642, -2.810, 5.425], [-0.859, 3.778, -2.701], [3.509, -3.213, -2.963], [-2.706, -1.667, 0.671], [2.854, 2.368, 1.120], [3.520, 1.436, 3.399], [-0.615, 3.736, 2.325], [1.132, -3.611, -0.135], [0.233, 5.074, -3.967], [2.549, 0.260, 2.496], [-1.870, 5.760, -4.932], [3.431, 5.602, -6.840], [-0.469, 4.795, -2.622], [6.266, 0.403, 3.590], [-2.166, -0.962, 1.321], [-0.229, -5.194, 0.050], [-4.488, -5.059, -2.122], [-3.597, 4.873, -5.598], [-3.479, -4.623, -2.190], [0.586, 0.148, -0.943], [-3.714, -2.633, 6.869], [-2.320, 4.619, 4.433], [4.710, -4.307, -2.343], [-1.963, -5.845, 0.878], [-3.969, -5.214, 0.234], [-0.281, 5.205, -6.088], [3.641, 1.540, -3.659], [-0.625, -5.235, 0.994], [1.338, 6.595, -4.769], [-2.263, -3.274, 5.006], [0.289, 4.881, -1.848], [-0.736, 4.936, -5.124], [2.598, 4.929, -7.056], [1.955, 5.081, -6.184], [-3.514, -6.532, 2.223], [4.350, 2.111, -6.070], [1.582, -2.398, -1.306], [3.838, 2.620, -3.613], [3.819, -0.940, 0.838], [-2.442, 5.322, -6.896], [-1.071, 3.888, -5.208], [-2.194, -1.571, 2.228], [-5.386, -5.914, 3.320], [-0.773, -4.237, 1.157], [0.933, 2.504, 3.706], [-1.629, 3.777, 6.177], [-2.734, -0.036, 1.403], [3.973, 3.133, -5.946], [-1.978, 4.554, 8.017], [0.789, -4.272, -1.968], [4.207, -1.001, 3.748], [2.938, -5.482, -0.458], [-4.952, -4.564, 5.541], [6.534, -1.071, 2.757], [4.877, -2.029, 1.431], [-0.940, -3.099, -1.994], [-3.176, -4.699, -3.233], [2.031, 5.218, -7.939]], "mulliken_charge": [0.2712, -0.7377, -0.0111, 0.2421, -0.0602, -0.1409, 0.2302, 0.5227, 0.4604, 0.3023, 0.2952, 0.1270, -0.8227, 0.3211, 0.4353, -0.1213, 0.3532, -0.6328, 0.3283, 0.4850, -0.0516, 0.3674, -0.5263, 0.2709, 0.3109, 0.4091, 0.2645, 0.3600, 0.4012, 0.5506, 0.3725, -1.3645, -1.1547, -0.3930, 0.1014, -0.1511, 0.1090, 0.3816, 0.2852, 0.3485, 0.2601, 0.2604, -1.0059, 0.3069, -0.6830, -1.0046, -0.4968, -0.4758, 0.4385, -0.4573, -0.3162, 0.3439, 0.4661, 1.6583, 0.4125, -0.4868, 0.3252, -0.0154, 0.0511, 0.3379, 0.4433, -0.0235, -1.4149, -0.4363, -0.0822, 0.3315, -0.6779, 0.2581, 0.3228, 0.4548, -0.3404, 0.2775, -0.7926, 0.2567, -1.4558, -0.1635, -0.8349, -0.7684, 0.8719, 0.3074, 0.3241, 0.2186, -0.1388, 0.5533, 0.2193, -0.0835, 1.1233, 0.1206, -0.3546, 0.4289, -1.6653, 0.3389, -1.7438, 0.3369, 0.3686, 0.2706, -0.8484, 0.0715, -0.7502, 0.4235, 0.3842, 0.0689, 0.4801, 0.4907, 0.3576, -0.5970, 0.3101, -0.7771, 0.3608, -0.7611, -1.3428, 0.0397, 0.3615, 0.4191, 0.4797, -0.8979, 0.2053, 0.3209, 0.3566, 0.2947, 0.3081, 0.1445, 0.1642, -0.2644, 0.4554, -0.9171, 0.2488, -0.4097, 0.3272, -0.7629, 0.3779, 0.4135, 0.2439, 0.0468, 0.2967, 0.3679], "largest_force_ha_per_bohr": 0.0439, "energy_ev": -62907.1881, "e_homo_ev": -8.82, "e_above_lowest_ev": 1.579, "smiles": "COC[C@H](C)N.COC[C@H](C)N.COC[C@H](C)N.COC[C@H](C)N.COC[C@H](C)N.COC[C@H](C)N.COC[C@H](C)N.COC[C@H](C)N"}


No. 3
{"formula": "C8H11N2", "method": "ωB97M-V/def2-TZVPD", "elements": ["H", "H", "C", "C", "H", "C", "C", "H", "H", "H", "H", "C", "C", "H", "H", "C", "H", "H", "N", "C", "N"], "xyz": [[3.844, 1.615, 1.772], [-3.207, -0.575, 2.429], [2.185, 1.054, 0.855], [-1.769, -0.886, -2.429], [-0.636, 0.799, -2.004], [-0.398, -0.145, 1.029], [-2.785, -1.272, 1.658], [2.299, 1.106, 2.779], [1.566, 1.915, -1.081], [-2.211, -1.703, -1.952], [2.113, 0.252, -1.040], [2.301, 1.228, -0.617], [-1.043, -0.071, -1.674], [-3.493, -1.760, 1.143], [3.117, 1.768, -0.882], [-1.733, -0.685, 0.836], [-1.849, -0.914, -3.545], [-2.389, -2.066, 2.347], [0.603, 0.158, 1.722], [-1.044, -0.322, -0.267], [2.901, 1.314, 1.889]], "mulliken_charge": [0.2624, 0.3085, 0.6164, -0.7966, 0.4341, 0.6405, -1.2654, 0.3648, 0.2731, 0.2492, 0.3201, -1.0923, -0.2130, 0.3919, 0.4558, 0.2187, 0.2806, 0.3358, -0.6540, 0.1194, -0.2502], "largest_force_ha_per_bohr": 0.0839, "energy_ev": -11441.9309, "e_homo_ev": -12.72, "e_above_lowest_ev": 5.898, "total_charge": 1}


No. 4
{"formula": "C16H25NO5", "method": "ωB97M-V/def2-TZVPD", "elements": ["H", "C", "H", "H", "H", "H", "H", "C", "H", "H", "O", "C", "O", "H", "H", "H", "C", "H", "H", "C", "O", "H", "N", "C", "H", "C", "C", "H", "H", "C", "H", "C", "H", "C", "H", "O", "C", "C", "O", "H", "C", "C", "H", "C", "H", "H", "H"], "xyz": [[6.787, 1.444, 1.544], [4.619, -0.910, -0.906], [0.059, -2.703, -0.476], [-2.114, -5.075, 0.753], [2.958, 0.336, -1.246], [-1.703, -3.642, -1.242], [-2.663, 2.250, -1.848], [-1.462, -1.177, -0.317], [-1.524, 4.211, 0.206], [5.649, 2.604, 0.812], [5.001, 0.636, 0.873], [5.726, 1.699, 1.430], [-3.004, 0.670, -0.114], [-3.434, -3.693, -0.846], [-2.911, -3.730, 1.579], [-3.119, 3.947, -1.657], [-2.453, -3.358, -0.494], [-3.852, -0.811, 1.067], [-3.272, 0.633, 1.937], [-1.832, 3.208, -0.106], [-0.656, 2.438, 0.075], [-1.490, 3.528, -2.208], [3.216, -0.587, -0.935], [2.283, -1.362, -0.335], [-1.181, -3.653, 1.236], [0.680, 0.580, -0.163], [-1.704, 0.205, -0.157], [5.340, 1.126, -1.102], [-2.634, 2.869, 0.554], [-0.164, -1.654, -0.372], [6.512, -0.010, -0.385], [-2.307, 3.233, -1.554], [-5.070, 1.989, 0.837], [-2.141, -3.994, 0.857], [4.971, -1.198, -1.904], [2.527, -2.474, 0.095], [5.448, 0.272, -0.410], [-5.147, 0.906, 0.884], [-2.578, -1.951, -0.423], [4.728, -1.761, -0.228], [-3.769, 0.280, 1.019], [-0.621, 1.088, -0.092], [-5.619, 0.555, -0.030], [0.911, -0.775, -0.299], [5.292, 1.891, 2.409], [-5.763, 0.629, 1.735], [1.484, 1.291, -0.052]], "mulliken_charge": [0.3029, -0.8570, 0.5243, 0.3935, 0.2009, 0.3776, 0.2163, 0.7683, 0.3644, 0.3109, -0.2363, -0.7643, -0.4493, 0.4054, 0.3049, 0.3731, -0.5259, 0.1944, 0.2521, -0.1722, -0.4697, 0.3331, -0.1371, 0.2280, 0.3381, -1.1609, 0.6619, 0.3686, 0.1049, -0.5693, 0.4101, -1.0181, 0.2924, -1.0888, 0.3014, -0.6976, -0.5006, -1.3039, -0.5013, 0.4012, -0.0233, 0.2667, 0.2987, 0.2354, 0.2342, 0.4341, 0.5780], "largest_force_ha_per_bohr": 0.0117, "energy_ev": -28724.2724, "e_homo_ev": -8.31, "e_above_lowest_ev": 0.469, "smiles": "CCOc1cc(C(=O)NCCOC)cc(OCC)c1OCC"}


No. 5
{"formula": "C9H18Cl2GdS", "method": "ωB97M-V/def2-TZVPD", "elements": ["C", "C", "H", "H", "C", "H", "C", "H", "H", "C", "H", "C", "Cl", "H", "H", "C", "H", "Cl", "H", "Gd", "H", "C", "H", "H", "H", "S", "H", "H", "C", "H", "H"], "xyz": [[-1.573, -3.757, 1.458], [0.363, 1.193, -1.217], [-1.415, -0.442, -3.656], [1.646, -2.323, 1.040], [-2.312, -0.374, -2.932], [1.397, -2.970, 2.695], [-0.558, 2.260, -0.672], [-1.223, 1.950, 0.161], [-1.266, 2.576, -1.431], [0.380, 3.355, -0.155], [0.910, 3.733, -1.035], [1.011, -2.953, 1.669], [0.102, -2.516, -1.663], [0.993, -3.970, 1.263], [2.158, 0.741, 1.358], [2.055, 1.416, 0.483], [0.750, 2.519, 1.747], [-3.090, 0.415, 0.476], [-0.928, -4.572, 1.114], [-1.233, -0.343, -1.166], [3.098, 1.631, 0.160], [1.346, 0.632, -0.609], [1.657, -0.423, -0.768], [-2.043, -4.030, 2.410], [-0.176, 4.211, 0.253], [-0.645, -2.231, 1.690], [2.100, 3.455, 1.107], [0.020, 0.909, -2.269], [1.342, 2.715, 0.854], [-2.344, -3.553, 0.707], [-2.523, 0.745, -3.072]], "mulliken_charge": [-0.7511, 0.3525, 0.2417, 0.1890, -0.9003, 0.3097, -0.6693, 0.2753, 0.2861, -0.7524, 0.3377, -0.7485, -0.6042, 0.2788, 0.1755, -0.3437, 0.2345, -0.6365, 0.2556, 0.3393, 0.2812, -0.5387, 0.4349, 0.2680, 0.3726, 0.0305, 0.3233, 0.1549, -0.6754, 0.2494, 0.2298], "largest_force_ha_per_bohr": 0.1441, "energy_ev": -66335.5625, "e_homo_ev": [-1.61, -5.35], "e_above_lowest_ev": 4.450, "spin_multiplicity": 8, "total_charge": -1}